Entry 1:
Formula: C6H8ClN
Source: OMol25
Level of theory: ωB97M-V/def2-TZVPD

```
16
Properties=species:S:1:pos:R:3:forces:R:3:lowdin_charge:R:1
C 0.6782 0.8753 -0.0860 -2.0 -0.2 0.2 -0.62
C -0.5287 0.5192 0.4190 1.5 0.8 -0.1 -0.30
C 1.3039 -0.2412 -0.7949 2.0 2.1 0.0 -0.45
C -0.8941 -0.8170 -0.0657 -0.3 -0.7 -1.2 -0.12
C 0.3729 -1.3502 -0.8679 -2.1 1.0 1.1 -0.08
C -1.3537 1.3005 1.4131 0.8 0.4 -3.4 -0.02
N 2.5106 -0.0885 -1.1482 1.4 -1.3 -0.6 0.12
Cl 1.3618 2.4342 0.0237 0.2 0.0 0.2 0.72
H -1.0862 -1.5058 0.6808 0.1 -1.4 2.4 0.08
H -1.9641 -0.8172 -0.4227 1.2 0.2 -1.1 0.14
H 0.1870 -1.5499 -1.8670 -0.6 -0.5 -2.0 0.10
H 0.8476 -2.1946 -0.4598 0.2 -1.3 0.8 0.11
H -0.7259 1.3384 2.2480 0.4 0.5 1.7 0.07
H -2.2320 0.7278 1.5391 -1.2 -0.1 0.6 0.06
H -1.5048 2.2977 0.9202 -0.2 -0.7 1.0 0.10
H 3.0275 -0.9284 -1.5318 -1.3 1.0 0.4 0.08
```
Forces are in eV/Å.

Results
**SMILES string**: [H]/N=C1\CCC(C)=C1Cl
**Energy**: -20362.981 eV
**Strongest force on any atom**: 0.069 Eh/bohr
**Orbital gap**: 0.351 Eh
**Energy above the lowest of the compared OMol25 structures with the same formula, charge and spin**: 58.61 kJ/mol

Entry 2:
Formula: C5H11NO
Source: OMol25
Level of theory: ωB97M-V/def2-TZVPD

```
18
Properties=species:S:1:pos:R:3:forces:R:3:lowdin_charge:R:1
C -0.0229 -0.0401 -0.1039 -6.9 -1.8 -1.6 -0.47
C 0.5771 -1.3811 -0.4846 0.3 0.2 0.2 -0.05
C -1.9363 -0.3753 -0.0694 2.2 0.1 -1.3 0.01
C 0.1423 1.0985 -1.0934 0.3 0.1 0.5 -0.04
C -0.0951 0.2955 1.2558 5.6 2.0 2.2 -0.29
N 1.8151 0.5190 1.1720 -1.6 -0.5 0.9 -0.01
O -0.6333 0.4945 2.2778 -0.2 -0.6 -1.4 0.18
H 2.0728 1.4889 0.9984 -0.1 0.0 0.5 0.00
H 2.1095 0.2174 2.1003 0.2 0.5 -0.1 0.00
H -0.3915 0.8615 -2.0161 0.2 -0.1 0.1 0.09
H 1.2086 1.2400 -1.2752 -0.1 0.0 -0.2 0.08
H -0.2612 2.0359 -0.7067 0.0 -0.1 0.0 0.09
H 0.0751 -1.7700 -1.3729 0.0 0.1 0.1 0.08
H 1.6401 -1.2397 -0.6843 -0.1 -0.1 0.0 0.08
H 0.4847 -2.1093 0.3230 -0.1 0.1 -0.1 0.09
H -2.1177 -0.6523 -1.1064 -0.2 0.0 0.0 0.04
H -2.4944 0.5237 0.1915 0.2 0.0 0.1 0.05
H -2.1728 -1.2072 0.5940 0.2 0.1 0.0 0.05
```
Forces are in eV/Å.

Results
**Energy**: -8897.685 eV
**Strongest force on any atom**: 0.141 Eh/bohr
**Orbital gap**: 0.335 Eh
**Energy above the lowest of the compared OMol25 structures with the same formula, charge and spin**: 387.12 kJ/mol

Entry 3:
Formula: C3H4N2O2
Source: OMol25
Level of theory: ωB97M-V/def2-TZVPD

```
11
Properties=species:S:1:pos:R:3:forces:R:3:lowdin_charge:R:1
C 1.2877 -0.3661 -0.4361 -1.2 -0.1 0.1 -0.28
C -2.0667 -0.5755 0.1615 0.2 4.0 -3.1 -0.34
C 0.5208 -1.2325 -1.0090 -1.2 -1.3 -2.3 -0.04
N 1.9044 0.4515 0.1932 2.0 -0.2 0.2 0.15
N -1.9395 0.2176 -0.7642 -1.3 -0.8 -0.4 0.02
O -2.3553 -1.5050 0.7527 -0.3 -2.5 2.1 0.19
O -1.4621 1.4747 -0.9053 1.7 0.9 1.8 -0.01
H -0.2319 -1.8457 -0.5039 0.8 0.3 0.3 0.05
H 0.3524 -1.2653 -2.1251 0.9 0.1 1.3 0.09
H 1.5845 1.3902 0.1914 -0.7 0.9 0.3 0.06
H -1.8140 1.9872 -1.6419 -0.8 -1.1 -0.3 0.12
```
Forces are in eV/Å.

Results
**SMILES string**: O=C=NO.C=C=N
**Energy**: -10246.379 eV
**Strongest force on any atom**: 0.098 Eh/bohr
**Orbital gap**: 0.330 Eh
**Energy above the lowest of the compared OMol25 structures with the same formula, charge and spin**: 567.93 kJ/mol

Entry 4:
Formula: C4H8P2
Source: OMol25
Level of theory: ωB97M-V/def2-TZVPD

```
14
Properties=species:S:1:pos:R:3:forces:R:3:lowdin_charge:R:1
C -1.5893 -0.5360 0.4087 -0.3 -0.2 -0.4 -0.91
C 1.0760 0.6721 0.1072 -2.1 0.7 0.1 -0.43
C -1.2171 -1.8337 -0.3264 -1.3 -0.4 2.9 -0.20
C 2.1313 1.7954 -0.1582 0.2 -3.3 3.0 -0.18
P -0.6146 0.9665 -0.0406 0.3 -1.2 0.7 0.71
P -2.9403 0.7411 -0.2069 2.5 -0.6 0.0 0.58
H -1.7883 -0.8527 1.4175 0.3 0.8 0.8 0.03
H 1.2815 -0.3125 0.6223 0.2 1.3 -0.7 0.07
H -0.7562 -1.6158 -1.1842 1.4 0.6 -3.8 0.00
H -2.1012 -2.4232 -0.4408 -0.7 -0.3 -0.6 0.05
H -0.5421 -2.5415 0.1811 0.1 0.7 0.5 0.08
H 1.7376 2.5489 -0.7891 0.0 0.6 -0.8 0.03
H 3.0288 1.1756 -0.4944 -0.8 1.7 0.1 0.08
H 2.2939 2.2158 0.9037 0.3 -0.3 -1.8 0.09
```
Forces are in eV/Å.

Results
**SMILES string**: CC=P1=P[C@H]1C
**Energy**: -22850.642 eV
**Strongest force on any atom**: 0.086 Eh/bohr
**Orbital gap**: 0.235 Eh
**Energy above the lowest of the compared OMol25 structures with the same formula, charge and spin**: 367.27 kJ/mol

Entry 5:
Formula: C4H11NO2
Source: OMol25
Level of theory: ωB97M-V/def2-TZVPD

```
18
Properties=species:S:1:pos:R:3:forces:R:3:lowdin_charge:R:1
C -0.3314 -0.4759 0.0788 0.7 0.7 0.0 -0.32
C 0.2573 0.2020 -0.9358 -1.0 -2.9 0.6 -0.47
C 0.2696 -1.7374 0.6403 0.3 0.2 -0.1 -0.06
C -1.6076 -0.0365 0.7424 0.0 0.2 -0.4 -0.07
N -0.3057 1.2313 -1.6389 -0.8 1.6 -0.3 0.12
O 1.5555 1.6289 1.5781 -0.7 0.1 -1.4 -0.09
O 1.3713 -0.3369 -1.5275 0.4 0.8 -0.2 0.05
H 1.9865 0.7656 1.4671 -0.3 0.4 -0.1 0.03
H 1.6920 0.3390 -2.1441 0.3 -0.4 0.2 0.11
H 1.0002 1.7375 0.7453 1.1 -0.4 1.6 0.05
H -0.0095 1.3692 -2.5995 -0.2 -0.2 0.3 0.10
H -1.3156 1.2919 -1.5343 0.5 0.1 -0.1 0.10
H 1.3507 -1.7903 0.4820 -0.2 -0.1 -0.1 0.07
H -0.1929 -2.6107 0.1694 0.1 -0.1 0.1 0.08
H 0.1048 -1.8014 1.7207 -0.1 0.0 -0.1 0.08
H -1.5383 -0.1456 1.8293 0.0 0.0 -0.2 0.08
H -2.4425 -0.6437 0.3773 -0.1 0.0 0.2 0.08
H -1.8444 1.0130 0.5494 0.0 0.0 0.0 0.07
```
Forces are in eV/Å.

Results
**SMILES string**: CC(C)=C(N)O.O
**Energy**: -9910.849 eV
**Strongest force on any atom**: 0.060 Eh/bohr
**Orbital gap**: 0.301 Eh
**Energy above the lowest of the compared OMol25 structures with the same formula, charge and spin**: 134.35 kJ/mol

Entry 6:
Formula: C3H14NO3
Source: OMol25
Level of theory: ωB97M-V/def2-TZVPD

```
21
Properties=species:S:1:pos:R:3:forces:R:3:lowdin_charge:R:1
C 1.2421 1.2982 -1.1073 -2.7 1.2 3.6 -0.02
C 1.1118 -0.1818 -0.9312 -0.1 -3.6 -1.7 -0.27
C 1.7103 -1.2511 -1.5458 -2.3 3.2 2.9 0.14
N -0.0433 -0.6656 -0.0901 0.6 -1.6 -1.2 0.19
H 1.6628 1.8566 -0.1965 0.1 -1.3 -1.1 0.12
H 1.8367 1.4147 -1.9305 1.4 0.9 -2.1 0.05
H 0.2415 1.9018 -1.1402 1.4 -1.6 -0.7 0.13
H 1.5479 -2.2310 -1.2117 -0.6 -1.2 0.3 0.06
H 2.3932 -1.1626 -2.2711 2.7 0.7 -2.5 0.04
H -0.0900 -1.6706 0.1820 0.9 0.5 -0.8 0.18
H -0.9461 -0.5722 -0.5997 -0.3 1.0 0.6 0.11
H 0.1974 -0.2261 0.7423 -1.1 2.0 2.4 0.05
H -1.2252 2.1290 1.9229 -0.5 -1.8 -0.7 0.10
H -2.1377 0.9011 2.1901 0.1 0.2 -0.2 0.06
O -1.4314 1.1977 1.5937 0.0 1.7 1.0 -0.08
H 0.8149 1.1600 2.9771 -0.7 1.0 0.9 0.04
H 0.5112 -0.2416 2.5634 -5.7 -5.9 1.5 -0.07
O 1.0663 0.4005 2.5022 6.7 4.6 -2.2 0.05
H -2.9676 -1.5083 -0.7271 -1.2 -1.5 0.7 0.04
H -2.5506 -1.3238 -2.2519 -0.4 -0.4 0.2 0.08
O -2.5563 -0.9683 -1.3599 1.7 1.9 -0.8 0.00
```
Forces are in eV/Å.

Results
**Total charge**: +1
**Energy**: -10962.407 eV
**Strongest force on any atom**: 0.164 Eh/bohr
**Orbital gap**: 0.391 Eh
**Energy above the lowest of the compared OMol25 structures with the same formula, charge and spin**: 250.92 kJ/mol

Entry 7:
Formula: C2H6N3S
Source: OMol25
Level of theory: ωB97M-V/def2-TZVPD

```
12
Properties=species:S:1:pos:R:3:forces:R:3:lowdin_charge:R:1
C -1.0684 -0.7607 3.1543 0.0 -1.9 1.3 -0.43
C -0.0776 -1.5140 1.3518 0.2 3.4 1.0 -0.25
N -0.2918 -1.7208 2.6633 -0.8 -0.1 -0.1 0.02
N -0.5051 -0.3374 0.8610 -0.8 -0.5 0.1 -0.33
N 0.5459 0.6814 -1.4525 -3.4 -2.9 1.2 0.22
S -1.4715 0.4392 2.0386 1.0 -0.7 -0.8 1.07
H -1.4432 -0.9273 4.2224 0.5 0.9 -1.7 0.13
H 0.6743 -1.9864 0.7748 0.3 -1.1 -0.3 0.12
H -0.0067 0.1470 -0.4551 0.3 0.5 -0.6 0.12
H 1.3307 0.1643 -1.6619 3.3 -0.6 0.4 0.08
H 0.6119 1.6207 -1.1707 0.5 1.6 -0.5 0.11
H 0.0620 0.3955 -2.3034 -1.1 1.3 0.1 0.14
```
Forces are in eV/Å.

Results
**Total charge**: +1
**Energy**: -17469.391 eV
**Strongest force on any atom**: 0.089 Eh/bohr
**Orbital gap**: 0.399 Eh
**Energy above the lowest of the compared OMol25 structures with the same formula, charge and spin**: 72.12 kJ/mol

Entry 8:
Formula: C11H12Cl2N2O2
Source: OMol25
Level of theory: ωB97M-V/def2-TZVPD

```
29
Properties=species:S:1:pos:R:3:forces:R:3:lowdin_charge:R:1
O -1.4328 0.9863 -0.5919 -0.9 0.6 -0.5 0.08
Cl 1.9511 -3.5226 2.0734 -0.6 0.4 0.5 0.69
Cl -1.9632 -0.3826 4.5300 0.7 -0.4 -0.8 0.68
N 0.8674 1.2111 -2.3170 -1.4 0.3 -1.5 0.05
O 0.2410 -2.5291 4.4169 0.0 0.4 -0.1 -0.14
C -0.4420 0.3350 -0.3825 0.0 0.6 -1.0 -0.44
C -0.0739 1.3619 -3.2186 2.0 -0.3 2.2 -0.12
C 0.5159 -1.6263 0.8512 -0.4 0.9 1.0 -0.06
C -1.1816 -0.1914 1.9060 0.4 -0.5 0.9 -0.02
C 0.7255 -2.2623 2.0651 -0.6 0.1 0.3 -0.54
C -0.9878 -0.8658 3.1276 0.2 -0.2 -0.4 -0.51
C -0.0137 -1.8891 3.2394 0.5 0.1 -0.3 -0.32
C -0.3829 -0.5261 0.8186 1.2 -1.1 -0.1 -0.14
N 0.6709 0.4013 -1.2130 -0.7 -0.9 0.6 0.03
C 0.9477 -1.7702 5.4329 -1.1 0.8 0.2 -0.06
C -0.8327 2.2178 -5.4638 -0.7 0.9 0.6 -0.12
C 0.2364 2.2830 -4.3696 -0.4 0.3 0.2 -0.24
H -1.0219 0.8362 -3.1615 -0.1 0.1 0.1 0.12
H 1.1149 -1.9335 -0.0028 -0.3 0.2 0.1 0.11
H -1.9298 0.5955 1.8494 0.3 -0.1 -0.2 0.12
H 1.5146 0.0635 -0.7886 0.4 0.2 -0.2 0.12
H 0.9930 -0.6731 5.1820 0.0 -1.2 0.2 0.11
H 0.4285 -1.9103 6.3976 -0.1 0.2 -0.6 0.09
H 1.9180 -2.1940 5.5784 0.8 -0.1 -0.3 0.07
H -0.8587 1.2708 -5.9636 0.2 -0.5 -0.4 0.06
H -1.8653 2.3685 -5.0687 0.8 0.0 0.0 0.08
H -0.6702 3.0261 -6.1796 0.0 -0.2 -0.1 0.07
H 1.2172 1.9846 -4.7603 -0.1 0.3 0.0 0.11
H 0.3143 3.3349 -3.9870 0.0 -0.9 -0.3 0.12
```
Forces are in eV/Å.

Results
**SMILES string**: CC/C=N/NC(=O)c1cc(Cl)c(OC)c(Cl)c1
**Energy**: -43720.222 eV
**Strongest force on any atom**: 0.058 Eh/bohr
**Orbital gap**: 0.338 Eh
**Energy above the lowest of the compared OMol25 structures with the same formula, charge and spin**: 0.00 kJ/mol